Density functional theory data (ωB97M-V/def2-TZVPD) for a molecular structure, C20H36B2Cl18F14HgNO4S2.

Its expectation value of S² is 0.75. The calculation puts the HOMO-LUMO gap (alpha / beta) at 4.5 / 9.3 eV. Its spin multiplicity is 2. As for the charge: -2. Its LUMO energy (alpha / beta) is 3.238 / 3.238 eV.

Last column: Löwdin charge in e.
Cartesian coordinates (Å):
Hg -6.40 -14.59 13.62  1.275
B -5.81 -16.91 15.33  -1.388
F -4.67 -17.60 15.18  0.182
F -6.60 -17.41 16.41  0.082
F -5.64 -15.55 15.52  -0.002
F -6.56 -16.92 14.17  0.057
B -7.72 -15.47 11.28  -1.447
F -7.85 -15.68 9.94  0.163
F -8.01 -16.55 12.04  0.152
F -6.35 -15.35 11.49  0.020
F -8.26 -14.31 11.87  0.032
C -6.40 -10.65 11.89  -0.541
F -5.74 -9.52 11.49  0.081
F -7.31 -10.30 12.83  0.072
F -6.98 -11.31 10.87  0.129
S -5.06 -11.80 12.74  0.668
O -4.92 -12.91 11.83  -0.326
O -3.89 -10.97 12.92  -0.317
N -5.82 -12.58 14.14  -0.426
S -5.41 -11.59 15.28  0.509
O -4.02 -11.57 15.63  -0.306
O -5.96 -10.25 15.27  -0.327
C -6.35 -12.28 16.75  -0.621
F -7.58 -12.69 16.34  0.096
F -5.69 -13.32 17.15  0.140
F -6.47 -11.37 17.80  0.076
Cl -5.01 -16.71 20.75  0.507
C -5.40 -15.57 19.43  -0.626
C -6.80 -14.91 19.51  -0.612
Cl -8.10 -15.90 20.30  0.508
H -5.25 -16.09 18.48  0.066
H -4.67 -14.77 19.54  0.022
H -7.09 -14.62 18.50  0.044
H -6.64 -13.98 20.05  0.073
Cl -11.74 -12.17 11.05  0.582
C -10.41 -11.69 10.02  -0.750
C -9.90 -12.77 9.08  -0.605
Cl -8.80 -11.96 7.90  0.533
H -9.59 -11.33 10.65  0.029
H -10.83 -10.79 9.58  0.030
H -10.68 -13.29 8.53  0.067
H -9.41 -13.60 9.60  0.060
Cl -6.64 -6.50 18.55  0.494
C -6.32 -7.74 17.28  -0.631
C -4.75 -7.81 16.97  -0.582
Cl -4.08 -9.01 18.16  0.535
H -6.84 -7.40 16.39  0.033
H -6.73 -8.72 17.55  0.046
H -4.09 -6.94 17.01  0.055
H -4.50 -8.19 15.98  0.035
Cl -6.10 -5.43 8.49  0.525
C -7.13 -6.64 9.26  -0.652
C -7.96 -7.26 8.14  -0.669
Cl -9.03 -6.04 7.41  0.522
H -7.74 -6.01 9.91  0.057
H -6.66 -7.37 9.92  0.071
H -8.68 -7.91 8.64  0.040
H -7.47 -7.82 7.34  0.077
Cl -10.53 -13.26 20.29  0.554
C -9.65 -12.93 18.81  -0.713
C -10.60 -12.52 17.71  -0.680
Cl -11.02 -10.84 17.95  0.569
H -9.21 -13.90 18.55  0.037
H -8.92 -12.17 19.06  0.061
H -11.54 -13.07 17.70  0.066
H -10.13 -12.65 16.73  0.067
Cl 0.62 -11.55 19.18  0.491
C -0.65 -11.20 17.95  -0.621
C -1.45 -12.53 17.69  -0.700
Cl -2.47 -12.88 19.02  0.614
H -0.19 -10.72 17.08  0.046
H -1.29 -10.40 18.33  0.033
H -0.74 -13.35 17.56  0.058
H -2.00 -12.48 16.75  0.050
Cl -1.05 -7.98 10.72  0.501
C -2.73 -7.97 11.37  -0.625
C -2.77 -6.99 12.53  -0.628
Cl -4.47 -6.66 13.04  0.536
H -2.86 -9.04 11.54  0.039
H -3.32 -7.53 10.56  0.061
H -2.56 -6.01 12.10  0.049
H -2.09 -7.33 13.31  0.077
Cl -10.15 -8.54 11.38  0.577
C -11.13 -8.68 12.84  -0.650
C -10.38 -9.48 13.94  -0.589
Cl -9.20 -8.28 14.63  0.551
H -11.96 -9.29 12.47  0.047
H -11.35 -7.66 13.16  0.052
H -9.89 -10.34 13.47  0.055
H -10.96 -9.98 14.71  0.060
Cl -0.54 -11.20 10.67  0.530
C 0.12 -12.42 11.79  -0.635
C -0.71 -12.36 13.15  -0.647
Cl -0.39 -10.80 13.86  0.562
H 1.17 -12.30 12.06  0.060
H -0.01 -13.40 11.32  0.062
H -0.50 -13.17 13.85  0.074
H -1.78 -12.36 12.98  0.037